{"formula": "C14H45NO13", "method": "wB97M-V/def2-TZVPD", "max_force_ev_per_a": 2.01, "spin_multiplicity": 1, "energy_ha": -1593.1758, "smiles": "COC[C@H](C)N.OCCO.OCCO.OCCO.OCCO.OCCO.O.O", "homo_ev": -9.067, "elements": ["O", "O", "O", "O", "O", "O", "O", "O", "O", "O", "O", "O", "O", "N", "C", "C", "C", "C", "C", "C", "C", "C", "C", "C", "C", "C", "C", "C", "H", "H", "H", "H", "H", "H", "H", "H", "H", "H", "H", "H", "H", "H", "H", "H", "H", "H", "H", "H", "H", "H", "H", "H", "H", "H", "H", "H", "H", "H", "H", "H", "H", "H", "H", "H", "H", "H", "H", "H", "H", "H", "H", "H", "H"], "xyz": [[-1.5519, -3.8230, 10.8359], [4.2756, -0.8648, 13.6153], [2.0394, -2.1584, 14.8230], [1.6633, -5.5087, 11.8798], [1.7562, -4.7342, 17.4964], [0.1946, 1.5303, 12.1497], [0.2287, -7.1051, 14.1769], [-2.1693, -2.5368, 13.6607], [3.9850, -4.2165, 10.5635], [-0.3241, -4.3562, 15.1470], [0.6562, -2.7796, 12.3898], [5.6716, -2.6139, 8.6947], [-1.5673, -6.2712, 9.3905], [0.1128, 4.3028, 11.5453], [3.0771, -1.5244, 15.5971], [-0.2392, -6.6667, 12.9120], [-0.0765, 0.1522, 12.1022], [0.8408, -6.7028, 11.8483], [-0.7022, -4.0243, 9.7042], [-0.4473, 3.7069, 12.7961], [-1.4955, 4.6866, 13.3091], [4.8907, -2.1118, 9.7560], [0.5767, -3.9708, 17.3914], [-0.9232, 2.2876, 12.5866], [3.6760, -2.9777, 9.9277], [3.5662, -0.3625, 14.7651], [-0.4606, -4.6896, 16.5164], [-1.3811, -5.0114, 8.7939], [-1.7375, 2.1699, 11.8662], [-2.2976, -4.4951, 8.4598], [2.0318, -5.4658, 12.7706], [3.6174, -1.3902, 13.1495], [0.2947, -4.3769, 9.9809], [-0.6460, 4.4609, 10.8852], [3.2752, -4.4315, 11.1755], [0.8664, -0.3095, 11.8242], [4.5354, -1.0913, 9.5717], [-1.2301, 1.9336, 13.5857], [-1.4484, -4.3865, 16.8557], [-0.9929, -3.4969, 11.5544], [2.9242, -2.4541, 10.5315], [-2.1550, 5.0619, 12.5283], [-0.8812, -0.2311, 11.4580], [2.7029, 0.2118, 14.4241], [-1.0605, -7.2904, 12.5383], [-0.9552, 5.5269, 13.7415], [0.1207, -3.7921, 18.3713], [4.2946, 0.2080, 15.3345], [0.4162, 3.7141, 13.4628], [-2.8445, -3.1368, 13.3321], [-2.1114, 4.2336, 14.0912], [0.4315, -6.7005, 10.8393], [0.6567, -2.9766, 16.9211], [2.1736, -4.5555, 18.3425], [-1.5117, -3.1064, 14.0805], [3.8963, -2.2317, 15.7604], [3.2322, -3.1490, 8.9384], [1.7497, -2.9394, 15.3084], [-0.6314, -5.6537, 13.0035], [1.4846, -7.5756, 11.9824], [0.4774, -4.7720, 14.8128], [-1.9567, -6.1097, 10.2574], [6.6040, -2.4846, 8.8766], [1.1573, -3.5513, 12.0923], [-0.3969, -0.2416, 13.0807], [5.4570, -2.1236, 10.6931], [-0.8096, -5.1295, 7.8731], [2.6912, -1.2461, 16.5824], [0.9515, -2.5988, 13.2930], [0.6760, 3.5883, 11.0885], [-0.3381, -5.7635, 16.6887], [0.0642, -8.0450, 14.2812], [-0.6790, -3.0706, 9.1613]], "forces_ev_per_a": [[0.3, -0.7, 0.0], [-0.4, 0.2, 0.5], [0.1, -0.2, 0.3], [0.0, -0.2, 0.6], [0.2, 0.2, -0.3], [-0.7, 0.1, -0.2], [0.1, 0.3, 0.2], [0.0, 0.1, 0.1], [0.3, 0.2, -0.1], [0.1, 0.2, -0.1], [0.0, -0.3, -0.2], [0.1, -0.1, -0.4], [-0.1, -0.2, 0.0], [-0.2, -0.5, 0.0], [-0.1, -0.3, -0.1], [-0.3, -0.5, -0.9], [0.2, -0.8, 0.7], [0.4, 0.7, -0.2], [-0.5, 0.5, -0.1], [0.3, 1.1, -1.7], [0.2, -0.4, 0.6], [-0.1, -0.1, 0.6], [-1.5, 0.2, 0.0], [0.6, -0.1, 0.9], [-0.6, -0.2, 0.2], [0.4, -0.8, -0.4], [0.7, -0.1, 0.8], [-0.1, 0.8, -0.5], [-0.2, 0.3, 0.0], [-0.3, -0.6, 0.3], [0.2, -0.1, 0.0], [0.1, -0.1, -0.3], [0.0, 0.2, 0.1], [-0.1, 0.1, 0.1], [0.0, -0.2, -0.3], [-0.1, -0.2, -0.1], [0.2, 0.1, -0.2], [-0.3, -0.3, -0.3], [-0.1, 0.1, -0.3], [-0.1, 0.4, 0.2], [0.1, 0.2, -0.1], [0.0, -0.1, -0.1], [0.1, 0.7, -0.5], [0.1, 0.4, 0.2], [0.0, 0.0, 0.3], [-0.2, 0.2, 0.0], [0.1, -0.1, 0.1], [-0.2, 0.3, 0.0], [-0.2, -0.4, 0.3], [0.0, 0.0, -0.1], [0.0, 0.1, 0.0], [-0.2, -0.2, 0.1], [0.6, -0.1, 0.2], [0.1, 0.0, 0.0], [0.0, -0.1, 0.0], [0.0, 0.1, -0.1], [0.0, -0.1, 0.0], [0.0, 0.1, 0.0], [0.1, 0.0, 0.1], [-0.1, -0.1, 0.0], [-0.1, -0.3, 0.0], [-0.1, 0.1, 0.0], [0.0, 0.1, 0.1], [-0.1, -0.1, 0.0], [0.3, 0.2, 0.1], [0.0, 0.1, 0.0], [0.2, -0.3, 0.1], [-0.1, 0.3, -0.1], [0.1, 0.2, -0.1], [0.2, 0.1, 0.2], [-0.2, 0.0, -0.2], [0.1, 0.0, -0.1], [0.6, -0.1, 0.0]]}